(1)
{"formula": "C19H33N5O2PS2Ti", "method": "the ωB97M-V functional and the def2-TZVPD basis", "orbital_gap_ev": [5.2, 5.6], "energy_ev": -85863.23850, "spin_multiplicity": 2, "species": ["Ti", "C", "C", "N", "C", "C", "N", "C", "C", "N", "C", "C", "N", "C", "C", "C", "C", "C", "C", "C", "N", "H", "H", "H", "H", "H", "H", "H", "H", "H", "H", "H", "H", "H", "H", "H", "H", "H", "H", "H", "H", "H", "H", "H", "C", "C", "O", "P", "S", "S", "O", "C", "C", "H", "H", "H", "H", "H", "H", "H", "H", "H", "H"], "xyz": [[0.3060, 0.2284, -0.1346], [-2.0174, 1.1442, -3.7248], [-1.4319, 1.0253, -2.3452], [-0.2673, 0.4021, -2.0915], [0.2797, -0.5587, -3.0304], [0.0752, -1.9168, -2.3658], [0.6432, -1.8747, -0.9993], [2.0663, -2.2777, -0.8953], [2.8933, -1.1627, -0.2646], [2.1535, -0.5296, 0.8294], [1.9092, -1.3435, 2.0305], [0.5279, -1.0493, 2.6450], [-0.3301, -0.3570, 1.6992], [-1.5140, 0.1497, 2.1626], [-1.9095, 0.0999, 3.6034], [-2.2460, 0.8181, 1.1809], [-3.4707, 1.4582, 1.2764], [-4.0307, 2.0573, 0.1386], [-3.3893, 2.0069, -1.0881], [-2.1552, 1.3395, -1.1874], [-1.5730, 0.8111, -0.0489], [-1.2480, 1.3499, -4.4702], [-2.7372, 1.9581, -3.7639], [-2.5429, 0.2314, -4.0216], [1.3461, -0.3731, -3.1971], [-0.2059, -0.5477, -4.0089], [0.5021, -2.7371, -2.9523], [-0.9985, -2.0798, -2.2682], [0.0914, -2.4716, -0.3953], [2.4670, -2.5086, -1.8840], [2.1439, -3.1921, -0.3053], [3.0728, -0.3768, -1.0053], [3.8740, -1.5479, 0.0380], [2.6088, 0.3399, 1.1138], [2.6795, -1.1292, 2.7741], [2.0035, -2.3993, 1.7711], [0.6615, -0.4555, 3.5535], [0.0705, -2.0003, 2.9498], [-1.9312, -0.9230, 3.9890], [-2.8954, 0.5326, 3.7504], [-1.2012, 0.6679, 4.2151], [-3.9973, 1.4838, 2.2193], [-4.9847, 2.5626, 0.2169], [-3.8394, 2.4559, -1.9616], [3.6251, 6.1716, 1.8388], [3.3043, 4.8696, 1.1433], [1.9141, 4.5768, 1.3566], [1.4311, 3.0459, 1.4207], [1.6262, 2.3525, -0.4877], [2.2999, 2.0392, 2.8526], [-0.1080, 3.2343, 1.7491], [-0.9232, 4.1337, 0.9585], [-1.1434, 5.4282, 1.7073], [4.6802, 6.4107, 1.6972], [3.4241, 6.0878, 2.9062], [3.0254, 6.9861, 1.4328], [3.9101, 4.0548, 1.5457], [3.4720, 4.9352, 0.0663], [-1.8614, 3.6102, 0.7954], [-0.4515, 4.2972, -0.0116], [-1.5907, 5.2296, 2.6816], [-1.8221, 6.0655, 1.1379], [-0.2024, 5.9565, 1.8548]], "atomic_forces_ev_per_a": [[-0.6, 0.0, -0.6], [0.2, 0.1, 0.1], [-0.7, 0.1, -0.1], [0.2, -0.3, 0.4], [0.1, 0.0, 0.1], [0.0, 0.0, -0.1], [0.1, 0.0, -0.1], [0.0, 0.0, 0.0], [0.1, 0.0, 0.0], [0.0, -0.1, -0.1], [0.0, 0.0, 0.1], [0.0, 0.0, 0.1], [0.0, 0.5, 0.0], [0.0, -0.1, 0.0], [0.1, -0.1, -0.1], [0.5, -0.2, -0.3], [-0.5, 0.2, -0.2], [0.0, 0.0, 0.1], [-0.1, 0.0, 0.2], [0.1, 0.0, -0.4], [0.8, -0.1, 0.5], [0.0, 0.0, 0.0], [0.0, 0.0, 0.0], [0.0, 0.0, 0.0], [0.0, 0.0, 0.0], [0.0, 0.0, 0.0], [0.0, 0.0, 0.0], [0.0, 0.0, 0.0], [0.0, 0.1, 0.0], [0.0, 0.0, 0.0], [0.0, 0.0, 0.0], [0.0, 0.0, 0.0], [0.0, 0.0, 0.1], [0.0, 0.0, 0.1], [0.0, -0.1, 0.0], [-0.1, 0.0, -0.1], [0.0, 0.0, -0.1], [0.0, 0.0, 0.1], [0.0, 0.0, 0.0], [0.0, 0.0, 0.0], [0.0, 0.0, 0.0], [0.0, 0.0, 0.0], [0.0, 0.0, 0.0], [0.0, 0.0, 0.0], [0.0, 0.0, 0.0], [0.0, 0.0, 0.0], [0.0, -0.1, 0.1], [0.1, 0.0, 0.1], [-0.2, -0.1, 0.2], [0.0, 0.0, -0.1], [0.1, 0.1, 0.0], [-0.1, 0.0, 0.0], [0.0, 0.0, 0.0], [0.0, 0.0, 0.0], [0.0, 0.0, 0.0], [0.0, 0.0, 0.0], [0.0, 0.0, 0.0], [0.0, 0.0, 0.0], [0.0, -0.1, 0.0], [0.0, 0.0, 0.0], [0.0, 0.0, 0.0], [0.0, 0.0, 0.0], [0.0, 0.0, 0.0]]}


(2)
{"formula": "CBrFO6S2", "method": "the ωB97M-V functional and the def2-TZVPD basis", "total_charge": -2, "orbital_gap_ev": 7.5, "energy_ev": -107753.08465, "spin_multiplicity": 1, "species": ["C", "O", "O", "O", "O", "O", "O", "F", "S", "S", "Br"], "xyz": [[0.5973, -0.0159, -0.2614], [0.6496, -2.5720, 0.3014], [-0.3869, 1.7745, 1.4152], [-1.1147, -1.7545, -1.1296], [-1.1240, -1.2093, 1.2687], [-1.6315, 1.2509, -0.6266], [0.4324, 2.5249, -0.7431], [1.1795, -0.0497, -1.4658], [-0.3504, -1.5202, 0.0881], [-0.3479, 1.5200, -0.0127], [2.0967, 0.0514, 1.1658]], "atomic_forces_ev_per_a": [[1.0, 0.2, 1.4], [-0.1, 0.4, -0.1], [-0.1, -0.2, -0.2], [0.1, 0.4, 0.1], [0.1, 0.2, 0.0], [0.0, -0.2, -0.1], [0.1, -0.5, 0.1], [0.0, -0.1, -0.1], [-0.4, -2.2, -0.1], [-0.4, 2.1, -0.1], [-0.3, -0.1, -0.8]]}


(3)
{"formula": "C14H12FN2O4S", "method": "the ωB97M-V functional and the def2-TZVPD basis", "total_charge": -1, "orbital_gap_ev": 6.0, "energy_ev": -39431.11769, "spin_multiplicity": 1, "species": ["N", "C", "C", "C", "C", "N", "H", "H", "C", "C", "O", "C", "C", "F", "S", "C", "C", "C", "C", "C", "C", "O", "O", "O", "H", "H", "H", "H", "H", "H", "H", "H", "H", "H"], "xyz": [[-2.7795, 0.0587, -2.3548], [-1.6848, -0.2696, -2.0871], [-0.3331, -0.7109, -1.9896], [0.5650, -0.0944, -2.8325], [1.9544, -0.2189, -2.8122], [3.1032, -0.2709, -3.0425], [-0.1034, -1.7094, -1.5857], [0.1563, 0.2176, -3.7969], [-3.8446, -2.9043, -1.7041], [-3.2460, -2.6642, -0.3522], [-1.9208, -2.1538, -0.5049], [-1.4021, -1.6504, 0.6352], [0.0066, -1.1401, 0.5143], [0.7446, -1.6223, 1.5413], [0.6696, 0.5592, 0.2574], [1.5416, 1.5996, 1.5147], [1.1500, 2.9374, 1.6596], [1.9984, 3.8361, 2.3246], [3.2247, 3.4018, 2.8437], [3.6191, 2.0702, 2.6567], [2.7934, 1.1776, 1.9714], [1.8256, 0.2451, -0.5866], [-0.4587, 1.3741, -0.1698], [-1.9696, -1.7316, 1.7066], [-4.7006, -3.5740, -1.6112], [-4.1696, -1.9584, -2.1376], [-3.1357, -3.3237, -2.4186], [-3.8288, -1.9316, 0.1992], [-3.1813, -3.6021, 0.1973], [0.1909, 3.2491, 1.2403], [1.6842, 4.8729, 2.4557], [3.8520, 4.0811, 3.4289], [4.5621, 1.6968, 3.0531], [3.1169, 0.1535, 1.7865]], "atomic_forces_ev_per_a": [[2.4, -0.4, 0.8], [-2.6, 0.4, -1.6], [1.3, -1.3, -2.4], [-2.0, -0.8, -0.3], [3.2, -0.8, -1.4], [-2.1, 0.1, 0.4], [-0.3, 1.5, 0.1], [0.1, 1.2, 0.6], [-0.2, 0.4, -0.7], [0.1, -0.2, 0.0], [-0.1, -0.1, 0.5], [0.5, 1.3, 1.8], [0.4, 2.1, -0.8], [0.9, -1.2, 1.6], [-0.8, -2.0, 0.3], [0.2, 0.2, -0.4], [0.1, -0.4, 0.2], [0.0, -0.3, 0.1], [-0.3, -0.2, 0.0], [-0.3, -0.1, 0.0], [-0.2, 0.1, 0.2], [-0.2, 1.1, 1.4], [0.4, 0.4, -0.5], [-0.3, -0.5, -0.4], [0.0, 0.0, 0.0], [-0.1, -0.1, 0.0], [0.1, -0.2, 0.2], [-0.1, -0.1, 0.2], [-0.1, 0.1, 0.3], [0.3, -0.1, 0.1], [0.1, -0.3, -0.1], [-0.2, -0.2, -0.3], [-0.1, 0.2, -0.1], [-0.1, 0.3, 0.0]]}


(4)
{"formula": "C5H9NO", "method": "the ωB97M-V functional and the def2-TZVPD basis", "orbital_gap_ev": 11.5, "energy_ev": -8868.08375, "spin_multiplicity": 1, "species": ["C", "C", "O", "C", "C", "C", "N", "H", "H", "H", "H", "H", "H", "H", "H", "H"], "xyz": [[1.0823, 0.6165, -1.1925], [-0.0485, 0.9374, -0.2289], [-1.0871, 1.5147, -0.9993], [-0.5934, -0.3082, 0.5629], [-0.0556, -1.6823, 0.1376], [-0.3865, -0.1196, 2.0074], [-0.2093, 0.0530, 3.1379], [1.9404, 0.1912, -0.6631], [1.4025, 1.5350, -1.6919], [0.7556, -0.0905, -1.9617], [0.3219, 1.6699, 0.5033], [-1.6810, 1.9860, -0.4010], [-1.6768, -0.3103, 0.3925], [-0.5466, -2.4700, 0.7154], [1.0231, -1.7646, 0.2989], [-0.2648, -1.8555, -0.9205]], "atomic_forces_ev_per_a": [[0.0, 0.0, 0.0], [0.4, -0.1, 0.1], [-0.2, 0.1, 0.1], [0.0, 0.0, 0.0], [0.0, -0.1, -0.1], [0.1, 0.2, 0.9], [-0.2, -0.2, -1.1], [-0.1, 0.1, -0.1], [-0.1, -0.1, 0.1], [0.0, 0.1, 0.1], [-0.1, -0.1, -0.1], [0.0, -0.1, -0.2], [0.1, 0.0, 0.1], [0.1, 0.1, -0.1], [-0.2, 0.0, 0.0], [0.0, 0.0, 0.1]]}


(5)
{"formula": "C24H54BrNO12S", "method": "the ωB97M-V functional and the def2-TZVPD basis", "orbital_gap_ev": 9.1, "energy_ev": -132693.14367, "spin_multiplicity": 1, "species": ["C", "C", "C", "C", "O", "Br", "O", "C", "O", "O", "C", "N", "C", "C", "C", "S", "O", "O", "O", "H", "H", "H", "H", "H", "H", "H", "H", "H", "H", "H", "H", "H", "H", "C", "C", "C", "O", "H", "H", "H", "H", "H", "H", "H", "H", "C", "C", "C", "O", "H", "H", "H", "H", "H", "H", "H", "H", "C", "C", "C", "O", "H", "H", "H", "H", "H", "H", "H", "H", "C", "C", "C", "O", "H", "H", "H", "H", "H", "H", "H", "H", "C", "C", "C", "O", "H", "H", "H", "H", "H", "H", "H", "H"], "xyz": [[-1.2758, 3.7703, 1.3663], [-0.0365, 3.0377, 0.5196], [0.4877, 4.2586, -0.4549], [1.2893, 5.4492, 0.3866], [2.3973, 5.2019, 1.1121], [0.5569, 7.3117, 0.3657], [0.8355, 2.6086, 1.6550], [1.0298, 1.1228, 1.6364], [1.9420, 0.3758, 2.2896], [0.0527, 0.4975, 0.6864], [-0.4013, 1.5822, -0.1975], [-1.9298, 1.5361, -0.0072], [-0.2552, 1.4412, -1.8241], [1.1698, 0.8263, -2.3477], [2.5037, 1.3955, -1.5878], [3.7422, 0.0139, -1.1348], [4.3505, 0.2551, 0.2683], [3.1055, -1.3969, -1.1307], [5.0598, -0.0582, -2.2674], [-0.8909, 4.7201, 1.9667], [-1.7451, 3.0527, 2.1730], [-2.1410, 4.1451, 0.6533], [-0.4177, 4.7695, -1.0399], [1.2186, 3.8645, -1.2932], [-2.2978, 2.1829, -0.7668], [-2.2923, 0.5656, -0.1975], [-1.0951, 0.6643, -2.1641], [-0.5618, 2.4649, -2.3188], [1.2718, 1.1504, -3.4922], [1.0597, -0.3416, -2.3598], [3.0989, 2.0752, -2.3677], [2.3031, 2.0773, -0.6593], [5.5066, -0.9679, -2.1497], [5.1404, -2.4677, 4.9113], [3.7105, -2.9617, 4.7585], [2.7618, -1.8197, 4.4310], [3.2954, -3.5880, 5.9696], [5.2194, -1.7434, 5.7298], [5.8100, -3.2983, 5.1591], [5.4950, -1.9944, 3.9906], [3.6647, -3.7170, 3.9665], [2.7565, -1.0724, 5.2325], [1.7346, -2.1881, 4.3361], [3.0451, -1.3270, 3.4958], [3.3329, -2.9248, 6.6785], [2.8845, -7.4006, 2.7369], [3.9226, -7.4164, 1.6260], [4.3686, -6.0087, 1.2642], [3.3713, -8.0481, 0.4735], [1.9877, -6.8523, 2.4274], [2.5638, -8.4197, 2.9783], [3.2834, -6.9348, 3.6433], [4.7894, -8.0076, 1.9407], [3.5243, -5.4109, 0.9025], [5.1064, -6.0348, 0.4552], [4.8119, -5.5012, 2.1265], [2.6010, -7.5299, 0.1870], [7.5263, 1.8707, -4.8843], [6.1422, 2.4196, -5.1923], [5.9082, 3.7530, -4.5005], [5.1568, 1.4845, -4.7614], [7.6488, 1.6973, -3.8092], [7.6760, 0.9049, -5.3788], [8.3077, 2.5602, -5.2182], [6.0271, 2.5414, -6.2748], [5.9734, 3.6464, -3.4117], [4.9038, 4.1300, -4.7211], [6.6412, 4.4990, -4.8229], [5.2514, 1.3701, -3.8012], [-6.5597, 2.3742, 0.5754], [-5.8466, 2.2463, -0.7614], [-6.0970, 0.8873, -1.3953], [-4.4461, 2.4267, -0.5686], [-6.2000, 1.6208, 1.2851], [-6.3605, 3.3526, 1.0257], [-7.6414, 2.2559, 0.4586], [-6.1887, 3.0368, -1.4381], [-5.7209, 0.0810, -0.7554], [-5.5677, 0.8049, -2.3506], [-7.1648, 0.7244, -1.5710], [-4.1335, 1.7291, 0.0312], [-10.7373, -0.2042, 0.8226], [-10.0242, -0.3322, -0.5142], [-10.2746, -1.6912, -1.1481], [-8.6237, -0.1518, -0.3214], [-10.3776, -0.9577, 1.5323], [-10.5381, 0.7741, 1.2729], [-11.8190, -0.3225, 0.7058], [-10.3663, 0.4583, -1.1909], [-9.8985, -2.4974, -0.5082], [-9.7454, -1.7736, -2.1034], [-11.3425, -1.8541, -1.3239], [-8.3111, -0.8493, 0.2784]], "atomic_forces_ev_per_a": [[-0.7, 0.0, 0.2], [-1.3, 0.8, 1.7], [0.9, 0.4, -0.6], [5.8, -2.6, 3.8], [-7.7, 1.7, -5.2], [0.5, -1.7, -0.1], [0.8, -3.8, -1.6], [3.4, -3.0, 1.6], [-6.9, 6.0, -4.5], [3.2, 3.7, 0.7], [-3.9, 0.6, 0.1], [0.8, 0.0, -1.4], [0.6, -1.1, 0.2], [-0.4, 0.3, -1.4], [0.3, 1.2, -1.9], [1.3, -5.3, 5.7], [-1.9, 0.5, -5.3], [1.5, 4.9, -1.3], [-1.5, -0.5, 1.3], [-0.4, -2.0, -1.5], [1.1, 1.3, -1.9], [1.8, -0.9, 1.4], [1.8, -1.3, 1.6], [-1.2, 0.9, 1.8], [0.1, -1.3, 1.3], [0.8, 1.3, -0.1], [1.9, 1.7, 0.8], [0.9, -1.9, 1.1], [-0.1, -0.8, 2.5], [0.7, 2.3, 0.4], [-1.2, -1.5, 1.7], [0.7, -1.9, -1.4], [-1.3, 1.7, 0.0], [0.3, -0.2, -0.1], [0.0, 0.7, 0.3], [-0.1, -0.1, -0.3], [-0.1, -0.3, 0.3], [-0.1, 0.0, -0.1], [-0.1, 0.1, -0.1], [0.0, 0.0, 0.1], [-0.1, -0.1, 0.2], [0.2, 0.0, -0.1], [0.2, 0.0, -0.1], [-0.1, 0.0, 0.2], [0.0, -0.3, -0.4], [0.0, -0.2, 0.3], [-0.5, 0.5, 0.0], [0.3, 0.1, -0.1], [-0.1, -0.2, -0.2], [0.2, 0.1, 0.0], [0.1, 0.1, 0.0], [-0.1, 0.0, -0.1], [-0.2, -0.1, -0.2], [0.0, -0.1, 0.2], [-0.1, 0.0, 0.2], [-0.1, 0.0, -0.1], [0.4, -0.2, 0.2], [0.2, -0.2, -0.2], [0.1, 0.0, 0.6], [-0.2, 0.3, -0.1], [-0.2, 0.0, 0.0], [-0.1, 0.2, -0.1], [0.0, 0.2, 0.0], [0.0, -0.1, 0.1], [-0.1, -0.1, 0.1], [0.2, -0.1, -0.1], [0.1, 0.0, -0.1], [-0.1, 0.0, 0.1], [0.1, -0.1, -0.4], [-0.2, 0.4, 0.1], [-0.1, -0.6, 0.3], [-0.1, 0.1, -0.6], [0.2, 0.1, -0.1], [-0.1, -0.1, -0.1], [0.0, -0.1, -0.1], [0.2, -0.1, 0.0], [0.2, 0.0, 0.1], [-0.1, 0.1, 0.1], [0.0, 0.1, 0.1], [0.4, 0.0, 0.1], [-0.2, 0.4, -0.1], [-0.2, 0.3, 0.1], [-0.1, -0.6, 0.4], [0.0, -0.1, -0.4], [-0.1, -0.1, 0.1], [-0.1, -0.1, -0.2], [-0.1, -0.1, -0.1], [0.1, 0.0, 0.1], [0.3, 0.0, 0.1], [-0.1, 0.1, 0.1], [-0.1, 0.1, 0.1], [0.1, 0.0, 0.0], [-0.2, 0.3, -0.2]]}


(6)
{"formula": "H26LiO17PZr", "method": "the ωB97M-V functional and the def2-TZVPD basis", "total_charge": 2, "orbital_gap_ev": 7.8, "energy_ev": -45997.52864, "spin_multiplicity": 1, "species": ["Li", "Zr", "P", "O", "O", "O", "O", "O", "H", "H", "O", "H", "H", "O", "H", "H", "O", "H", "H", "O", "H", "H", "O", "H", "H", "O", "H", "H", "O", "H", "H", "O", "H", "H", "O", "H", "H", "O", "H", "H", "O", "H", "H", "O", "H", "H"], "xyz": [[1.1090, 2.8032, -2.3229], [-1.3515, -0.5649, 0.8706], [0.5353, 0.6686, -0.3493], [-0.5514, -0.1847, -1.0425], [-0.5533, 1.2640, 0.5181], [1.6302, 1.3778, -1.0592], [0.7140, -0.5556, 0.5852], [-0.4605, 1.7958, -3.1876], [-0.7437, 1.1363, -2.5244], [-1.2814, 2.1242, -3.5746], [2.9879, -1.6647, 1.3066], [2.7795, -1.9996, 2.1856], [2.1371, -1.3402, 0.9401], [-3.2301, -0.0132, -0.4198], [-3.9255, 0.6008, -0.1449], [-3.5928, -0.4708, -1.1910], [-0.5383, -2.6830, 1.9654], [0.0012, -2.7657, 2.7623], [-0.8085, -3.5875, 1.7552], [-1.7752, -2.3551, -0.3666], [-1.4093, -2.6255, -1.2522], [-2.3106, -3.1088, -0.0754], [2.3020, 0.8914, 2.6547], [2.8585, 0.6526, 3.4087], [2.2705, 0.0736, 2.1317], [3.9267, 0.3829, -1.9533], [4.2965, 0.9834, -2.6095], [3.0489, 0.7441, -1.7340], [0.9221, -2.2443, -2.2163], [1.8650, -2.3245, -2.4108], [0.8059, -1.3298, -1.9447], [-1.9633, -2.5400, -3.0380], [-1.5781, -2.5537, -3.9231], [-2.2689, -1.6349, -2.9280], [-0.4791, -0.3076, 2.9160], [0.3993, 0.1332, 3.0349], [-0.8640, -0.3527, 3.8036], [-1.9511, 3.5183, 0.4326], [-1.3135, 2.8254, 0.2076], [-2.0372, 4.0485, -0.3676], [-2.7763, 1.0191, 1.9989], [-3.1214, 1.0345, 2.9029], [-3.1741, 1.7965, 1.5656], [3.3926, 2.7429, 0.9829], [3.1190, 2.4766, 0.1168], [2.9579, 2.1128, 1.5898]], "atomic_forces_ev_per_a": [[0.0, -0.4, -0.2], [1.4, 0.0, -0.8], [0.3, -2.3, -0.1], [-2.2, -0.6, -5.5], [-1.3, 4.9, 2.8], [-1.7, 0.5, 0.4], [3.1, -1.2, 2.8], [0.0, 0.3, 0.6], [0.0, -0.2, -0.2], [0.2, 0.1, -0.2], [-0.4, 0.4, 0.2], [0.2, -0.3, -0.1], [0.5, -0.7, 0.0], [-0.4, 0.0, 0.2], [0.1, 0.0, 0.0], [0.2, -0.1, 0.0], [-0.7, -0.1, -0.1], [0.0, 0.2, 0.0], [0.2, 0.0, -0.2], [-0.4, -0.6, 0.2], [0.2, 0.5, -0.3], [0.0, 0.0, -0.1], [-1.1, -0.8, 0.8], [0.2, 0.3, -0.1], [0.7, 0.0, -0.3], [-0.5, 0.2, -0.1], [0.2, -0.1, 0.0], [0.9, -0.3, -0.2], [0.2, -0.1, -0.1], [0.0, -0.2, 0.0], [-0.1, -0.2, -0.1], [-0.3, 0.2, 0.3], [0.2, -0.2, 0.1], [0.1, 0.1, -0.3], [0.3, 0.3, 1.0], [0.0, 0.2, -0.5], [-0.1, 0.0, -0.1], [-0.3, -0.1, -0.4], [0.0, 0.0, 0.3], [-0.2, 0.2, 0.2], [-0.4, -0.5, 0.0], [0.1, 0.0, 0.0], [0.6, 0.3, 0.0], [-0.2, 0.3, 0.8], [0.1, -0.3, -0.6], [0.4, 0.4, -0.3]]}